Density functional theory data (the ωB97M-V functional and the def2-TZVPD basis) for a structure of composition C3H6ClCuINO4S2 at a distorted geometry.

XYZ file:
```
19
C3H6ClCuINO4S2 | the Open Molecules 2025 dataset | the ωB97M-V functional and the def2-TZVPD basis
C 2.359 -0.710 0.640
C 1.743 -0.174 -0.649
C 0.994 1.119 -0.373
Cl 1.816 2.512 -1.054
S -0.694 1.031 -1.038
O -0.789 0.090 -2.134
O -1.024 2.306 -1.700
N -1.683 0.830 0.143
S -2.093 -0.701 0.342
O -3.243 -1.092 -0.366
O -0.994 -1.582 0.340
I -2.874 -0.566 2.673
H 3.169 -0.075 0.971
H 2.779 -1.685 0.443
H 1.597 -0.780 1.401
H 2.544 0.049 -1.334
H 1.107 -0.939 -1.071
H 0.897 1.332 0.678
Cu -5.612 -0.963 2.086
```

**E_HOMO (alpha / beta)**: -14.151 / -14.099 eV
**⟨S²⟩**: 0.761
**Kohn-Sham gap (alpha / beta)**: 0.30417 / 0.22495 hartree
**2S+1**: 2
**Largest force on an atom**: 1.64 eV/Å
**Charge**: +1

Density functional theory data (the ωB97M-V functional and the def2-TZVPD basis) for the molecule C2H5NO2S at a distorted geometry.

XYZ file:
```
11
C2H5NO2S | the Open Molecules 2025 dataset | the ωB97M-V functional and the def2-TZVPD basis
C -0.037 -0.914 0.483
C 0.847 0.220 0.063
H -0.543 -1.516 -1.239
H -0.479 -0.703 1.466
H 0.546 -1.818 0.612
H 0.665 2.246 -0.421
H -1.527 0.696 -0.276
N 0.192 1.367 -0.184
O -1.050 -1.179 -0.469
O -1.126 1.500 0.088
S 2.512 0.101 -0.124
```

**Energy above the lowest of the compared OMol25 structures with the same formula, charge and spin**: 51.4 kcal/mol
**E_HOMO**: -8.617 eV
**Kohn-Sham gap**: 0.32929 hartree
**2S+1**: 1
**Largest force on an atom**: 1.83 eV/Å
**Charge**: 0

Density functional theory data (the ωB97M-V functional and the def2-TZVPD basis) for a structure of composition C5H12O at a distorted geometry.

XYZ file:
```
18
C5H12O | the Open Molecules 2025 dataset | the ωB97M-V functional and the def2-TZVPD basis
C -2.049 0.056 0.004
C -0.669 0.414 0.553
C 0.861 -0.217 -0.516
C 1.941 0.779 -0.120
C 0.268 -1.473 0.441
O 0.405 0.029 -1.799
H -1.983 -0.072 -1.081
H -2.748 0.883 0.200
H -2.501 -0.851 0.432
H -0.663 0.401 1.663
H -0.366 1.381 0.214
H 2.195 0.655 0.932
H 1.575 1.823 -0.260
H 2.872 0.712 -0.705
H -0.538 -1.565 1.242
H 1.159 -1.752 0.976
H -0.040 -2.204 -0.285
H 0.281 1.002 -1.890
```

**Energy above the lowest of the compared OMol25 structures with the same formula, charge and spin**: 109.5 kcal/mol
**E_HOMO**: -7.346 eV
**Kohn-Sham gap**: 0.30418 hartree
**2S+1**: 1
**Largest force on an atom**: 5.17 eV/Å
**Charge**: 0

Density functional theory data (the ωB97M-V functional and the def2-TZVPD basis) for a cluster of 2 separate species, C2H11N2O in total at a distorted geometry.

XYZ file:
```
16
C2H11N2O | the Open Molecules 2025 dataset | the ωB97M-V functional and the def2-TZVPD basis
C -1.985 -1.029 -0.777
N -1.160 0.228 -0.948
H -2.890 -0.955 -1.371
H -2.288 -1.083 0.265
H -1.344 -1.850 -1.075
H -1.220 0.475 -1.931
H -1.455 0.985 -0.335
H -0.109 0.025 -0.684
N 1.397 -0.205 -0.070
C 1.517 0.938 0.921
O 0.960 0.582 2.118
H 1.642 -0.987 0.532
H 1.980 -0.132 -0.892
H 0.890 1.733 0.529
H 2.578 1.183 0.949
H 1.487 0.091 2.769
```

**Energy above the lowest of the compared OMol25 structures with the same formula, charge and spin**: 19.2 kcal/mol
**E_HOMO**: -14.562 eV
**Kohn-Sham gap**: 0.41858 hartree
**2S+1**: 1
**Largest force on an atom**: 1.58 eV/Å
**Charge**: +1

Density functional theory data (the ωB97M-V functional and the def2-TZVPD basis) for a structure of composition C28H36N4Tl at a distorted geometry.

XYZ file:
```
69
C28H36N4Tl | the Open Molecules 2025 dataset | the ωB97M-V functional and the def2-TZVPD basis
Tl -1.680 0.665 1.793
N -0.939 -2.141 2.175
N 0.136 -2.880 -0.581
C 1.691 1.954 0.836
C 2.469 0.804 1.134
C 2.251 0.463 2.495
C 2.830 -0.690 3.222
H 3.671 -1.123 2.669
H 2.087 -1.489 3.378
H 3.199 -0.385 4.211
C 1.347 1.403 3.044
C 0.860 1.419 4.445
H 1.588 1.909 5.117
H 0.713 0.396 4.825
H -0.091 1.963 4.545
C 1.008 2.336 2.023
C 0.134 3.522 2.185
H -0.708 3.329 2.866
H -0.273 3.858 1.221
H 0.689 4.378 2.610
C 3.332 0.057 0.193
H 4.190 -0.388 0.714
H 3.720 0.712 -0.599
H 2.777 -0.766 -0.281
C 1.568 2.637 -0.475
H 0.625 2.377 -0.987
H 2.391 2.356 -1.148
H 1.589 3.731 -0.352
C -1.828 -2.188 3.182
H -2.067 -1.248 3.699
C -2.511 -3.341 3.580
H -3.214 -3.245 4.398
C -2.318 -4.535 2.888
H -2.932 -5.420 3.070
C -1.302 -4.562 1.947
H -1.093 -5.438 1.319
C -0.559 -3.356 1.652
C 0.395 -3.502 0.597
H 1.233 -4.220 0.623
C 0.056 -1.494 -0.666
C -0.138 -3.482 -1.847
H -0.157 -4.544 -1.984
C -0.468 -2.491 -2.675
H -0.785 -2.500 -3.701
N -0.316 -1.281 -1.970
C -0.251 -0.022 -2.646
C 0.936 0.291 -3.322
C 0.985 1.477 -4.064
H 1.904 1.749 -4.582
C -0.149 2.274 -4.218
C -0.114 3.467 -5.119
H -0.133 4.408 -4.559
H -0.979 3.460 -5.788
H 0.797 3.443 -5.718
C -1.320 1.938 -3.536
H -2.202 2.567 -3.658
C -1.398 0.775 -2.761
C -2.690 0.360 -2.124
H -3.045 -0.610 -2.509
H -3.464 1.099 -2.373
H -2.615 0.297 -1.024
C 2.113 -0.628 -3.270
H 1.870 -1.640 -3.625
H 2.531 -0.702 -2.254
H 2.897 -0.230 -3.927
N -4.417 0.643 1.455
H -4.934 0.523 2.334
H -4.790 -0.053 0.804
H -4.704 1.556 1.090
```

**Energy above the lowest of the compared OMol25 structures with the same formula, charge and spin**: 0.0 kcal/mol
**E_HOMO (alpha / beta)**: -2.232 / -2.234 eV
**Kohn-Sham gap (alpha / beta)**: 0.14756 / 0.14765 hartree
**2S+1**: 1
**Largest force on an atom**: 4.37 eV/Å
**Charge**: -1

Density functional theory data (the ωB97M-V functional and the def2-TZVPD basis) for a cluster of 2 separate species, C2H4O2 in total at a distorted geometry.

XYZ file:
```
8
C2H4O2 | the Open Molecules 2025 dataset | the ωB97M-V functional and the def2-TZVPD basis
O 0.889 5.587 -0.937
C 0.761 5.077 0.196
H 1.367 5.310 1.104
H 0.004 4.262 0.292
O 0.438 -4.973 0.180
C -0.783 -5.078 -0.157
H -1.572 -4.449 0.320
H -1.105 -5.736 -0.999
```

**Energy above the lowest of the compared OMol25 structures with the same formula, charge and spin**: 64.3 kcal/mol
**E_HOMO**: -10.354 eV
**Kohn-Sham gap**: 0.39526 hartree
**2S+1**: 1
**Largest force on an atom**: 5.14 eV/Å
**Charge**: 0